# 1
ORCA calculation (ωB97M-V with the def2-TZVPD basis set) on the ion C5H14NOS with charge +1 at a distorted geometry.

The lowest unoccupied orbital energy is -0.1293 Ha. Its frontier orbital gap is 8.6 eV. The energy above the lowest of the compared OMol25 structures with the same formula, charge and spin is 119.47 kJ/mol.

Structure (ORCA input):
```
! RIJCOSX wB97M-V def2-TZVPD def2/J DEFGRID3
* xyz 1 1
C 2.64409 -0.20577 -2.61733
S 0.95229 -0.82080 -2.36505
C 0.88723 -1.10741 -0.56515
C 0.56452 0.06801 0.40580
C -0.89412 -0.09127 0.84641
N -1.78777 0.64217 -0.17587
C -1.16922 0.39828 2.28051
O -2.24457 1.33775 2.27999
H 2.43533 0.82540 -2.97995
H 3.17797 -0.69203 -3.42629
H 3.34974 -0.24840 -1.80980
H 1.86624 -1.53350 -0.30245
H 0.28702 -1.99245 -0.34334
H 1.24593 -0.06003 1.26018
H 0.73599 1.03795 -0.07083
H -1.23876 -1.12879 0.71859
H -2.63926 0.12274 -0.37912
H -1.34302 0.67135 -1.11795
H -1.89998 1.56949 0.23749
H -0.49987 0.83825 3.03756
H -1.31694 -0.54190 2.84166
H -3.11286 0.91095 2.24494
*
```


# 2
ORCA calculation (ωB97M-V with the def2-TZVPD basis set) on a structure of composition C25H39N6O5PdSSe.

The lowest unoccupied orbital energy (alpha / beta) is -0.2837 / -0.4263 Ha. Its frontier orbital gap (alpha / beta) is 8.5 / 4.7 eV. Its expectation value of S² is 6.047.

Structure (ORCA input):
```
! RIJCOSX wB97M-V def2-TZVPD def2/J DEFGRID3
* xyz 3 5
Pd -0.32055 2.97439 -0.71807
O -0.89320 2.61372 3.57171
C -0.44927 2.87406 2.37049
O -0.91798 2.35421 1.36273
C 0.64412 3.91768 2.37254
O 1.29546 4.00501 1.12976
C 2.48617 3.21180 0.99687
C 2.02182 1.87540 0.40575
O 1.85436 0.91579 1.19646
O 1.69686 1.89297 -0.81376
H -1.66710 2.02689 3.54036
H 0.15648 4.87756 2.56586
H 1.33010 3.72522 3.19974
H 3.12212 3.73156 0.28480
H 2.99384 3.09061 1.95188
C 2.92321 -4.16116 -0.17284
C 3.95289 -3.29974 0.55197
C 3.45358 -1.92635 0.99640
C 2.51421 -1.92014 2.19656
N 1.17096 -2.49290 1.94130
C 0.24522 -2.03602 1.04676
Se 0.35176 -0.58878 -0.05403
N -0.84262 -2.87120 1.08689
C -2.02422 -2.82651 0.20162
C -1.96223 -3.89312 -0.88424
C -0.79106 -3.72628 -1.84566
C -0.86272 -4.71130 -3.00589
C -0.61823 -3.84044 2.00537
C -1.41897 -4.90914 2.42948
C -0.87838 -5.71757 3.38954
C 0.42613 -5.48695 3.93373
C 1.21626 -4.44385 3.53433
C 0.67674 -3.59931 2.55647
H 3.38360 -5.07454 -0.54662
H 2.50919 -3.63160 -1.03543
H 2.09490 -4.47356 0.46861
H 4.79963 -3.13964 -0.11699
H 4.35834 -3.83623 1.41487
H 3.00262 -1.39644 0.15229
H 4.30322 -1.31265 1.30451
H 2.36374 -0.91866 2.59262
H 2.93873 -2.53707 2.98531
H -2.05866 -1.82688 -0.23193
H -2.89796 -2.93657 0.84386
H -2.90706 -3.84242 -1.43032
H -1.92988 -4.88518 -0.42566
H 0.15253 -3.87024 -1.30695
H -0.78301 -2.69863 -2.22956
H -0.85801 -5.74084 -2.64594
H -0.01362 -4.59176 -3.67684
H -1.77305 -4.56510 -3.58768
H -2.39969 -5.09018 2.01397
H -1.43999 -6.56512 3.75888
H 0.78684 -6.17000 4.69111
H 2.19673 -4.28853 3.95936
C -5.34579 5.39526 -0.87291
C -3.86615 5.34323 -0.99145
C -2.94623 6.29401 -1.39420
C -1.68822 5.70100 -1.27574
N -1.82469 4.45042 -0.82000
N -3.15373 4.24934 -0.65853
C -0.34622 6.26102 -1.60212
H -5.75171 6.12479 -1.56943
H -5.63870 5.69566 0.13402
H -5.79626 4.42728 -1.09066
H -3.16206 7.29573 -1.72412
H -3.50289 3.37193 -0.31345
H -0.31554 7.32742 -1.38779
H -0.12147 6.13604 -2.66266
H 0.43835 5.77728 -1.01672
N 1.69530 1.66915 -3.61239
C 0.50929 2.19063 -3.85101
N 0.28395 2.86911 -4.96489
S -0.85729 1.96200 -2.79252
H 2.47427 1.81081 -4.23897
H 1.87625 1.26221 -2.70731
H 0.97058 2.93649 -5.70297
H -0.64589 3.20489 -5.16054
*
```


# 3
ORCA calculation (ωB97M-V with the def2-TZVPD basis set) on the molecule C4H6N2O3 at a distorted geometry.

The lowest unoccupied orbital energy is -0.0013 Ha. Its frontier orbital gap is 8.6 eV. The energy above the lowest of the compared OMol25 structures with the same formula, charge and spin is 658.09 kJ/mol.

Structure (ORCA input):
```
! RIJCOSX wB97M-V def2-TZVPD def2/J DEFGRID3
* xyz 0 1
N -0.89854 2.11345 -0.41669
C -0.23631 0.95381 -0.27331
C 1.10581 0.70815 -0.38120
C 2.00478 -0.14039 0.40379
O 3.27709 -0.18047 0.39149
N -1.02004 -0.13991 0.05297
O -2.19485 -0.03278 0.96121
C -1.17916 -1.53822 -0.31086
O -0.25350 -2.00997 -0.78398
H -0.43422 3.14956 -0.56986
H -1.98208 2.25105 -0.39519
H 1.50202 1.74452 -0.53611
H 1.63235 -1.00487 0.80180
H -1.76814 -0.21520 2.03594
H -2.32043 -1.85410 0.02918
*
```


# 4
ORCA calculation (ωB97M-V with the def2-TZVPD basis set) on a cluster of 8 separate species, C55H91B2BrClIN10O6SSi in total at a distorted geometry.

The lowest unoccupied orbital energy is 0.0036 Ha. Its frontier orbital gap is 8.1 eV.

Structure (ORCA input):
```
! RIJCOSX wB97M-V def2-TZVPD def2/J DEFGRID3
* xyz 0 1
C -2.12657 0.01559 4.97813
C -1.84541 0.66345 3.61275
C -3.12264 1.03700 2.78874
Br -4.66362 1.44166 3.96644
C -2.85933 2.17437 1.82857
C -2.43689 3.41177 2.28762
O -2.23624 3.65424 3.61515
C -2.17720 4.48196 1.45193
C -1.65394 5.78091 2.06335
C -2.71086 6.89824 2.27395
C -2.44645 8.13351 1.42517
Cl -0.81324 8.82858 1.70900
C -2.40097 4.31341 0.08994
B -2.15282 5.45618 -0.98945
O -3.18219 6.23130 -1.48318
O -0.89645 5.75819 -1.45781
C 0.07971 4.71977 -1.26975
C -2.83027 3.08574 -0.34798
C -3.04414 1.99635 0.45712
N -3.46419 0.71808 -0.03516
Si -5.25188 0.53454 -0.09818
C -6.19486 1.94349 0.71655
C -5.64102 -1.13462 0.72869
C -5.91693 0.37306 -1.86555
C -2.84917 0.32057 -1.26822
C -2.42819 -0.97945 -1.45722
O -2.59781 -1.91967 -0.46374
C -1.28870 -2.29504 0.04423
C -1.27942 -2.39646 1.57369
N -0.75444 -3.70549 2.03560
C -0.02941 -3.58860 3.32177
C -0.50023 -4.65737 4.32261
C -1.86981 -4.27313 4.92703
O 0.45240 -4.63066 5.39027
C -1.83517 -1.37754 -2.63741
C -1.61718 -0.48687 -3.65220
I -0.68135 -1.09490 -5.46819
C -2.02268 0.82151 -3.50837
B -1.83409 1.94108 -4.61298
N -3.01492 2.46249 -5.35260
O -0.59512 2.45947 -4.88846
C -2.62031 1.17838 -2.32739
S -3.16279 2.85958 -2.09625
H -2.25911 0.80814 5.71728
H -1.28935 -0.61930 5.28312
H -3.01252 -0.62168 4.96639
H -1.28757 -0.05374 3.00934
H -1.21962 1.55261 3.68683
H -3.42148 0.16521 2.21157
H -2.54970 2.90509 4.13427
H -1.13279 5.51798 2.98124
H -0.88646 6.16148 1.37782
H -3.71797 6.49949 2.12755
H -2.62608 7.22028 3.31688
H -3.15975 8.89930 1.73601
H -2.59858 7.95075 0.36199
H -2.77213 6.99820 -1.90394
H 0.94374 4.99231 -1.88175
H -0.28930 3.77157 -1.66966
H 0.41130 4.62925 -0.23346
H -7.07333 2.19972 0.11293
H -6.57667 1.69852 1.71069
H -5.62198 2.87390 0.80141
H -6.38699 -1.04920 1.52241
H -4.71906 -1.54026 1.16138
H -5.95124 -1.86185 -0.02740
H -6.99550 0.19967 -1.80343
H -5.47991 -0.53192 -2.30055
H -5.68496 1.27486 -2.43444
H -0.95797 -3.22268 -0.43151
H -0.57045 -1.52162 -0.24463
H -2.28984 -2.23798 1.97043
H -0.58795 -1.63872 1.94502
H -1.58518 -4.25417 2.23576
H 1.03252 -3.73862 3.10727
H -0.18073 -2.62029 3.81767
H -0.51212 -5.64543 3.85916
H -2.71894 -4.65361 4.35524
H -1.92593 -3.17740 4.92788
H -1.91736 -4.59229 5.96899
H 0.25007 -3.89005 5.96915
H -1.52335 -2.40903 -2.75317
H -3.14472 3.43627 -5.07406
H -2.76824 2.52868 -6.34875
H -0.73416 3.27385 -5.38228
C 5.28235 -6.03464 7.12168
C 4.10502 -5.07860 6.99324
C 3.85184 -4.63991 5.54759
C 5.02843 -3.93996 5.00995
N 5.95290 -3.39178 4.58659
H 6.21765 -5.56269 6.80771
H 5.40944 -6.34635 8.15912
H 5.12611 -6.92463 6.51967
H 4.28719 -4.20025 7.61746
H 3.20586 -5.56399 7.37578
H 2.99348 -3.97080 5.50211
H 3.63748 -5.50536 4.92018
C 0.65227 -0.11255 -9.78202
C -0.57965 0.33153 -10.56319
C -0.91672 1.81163 -10.34951
C -1.19312 2.06929 -8.93172
N -1.39913 2.26996 -7.81387
H 0.50065 -0.01388 -8.70512
H 0.87335 -1.16033 -9.98491
H 1.52803 0.47763 -10.06053
H -1.43147 -0.28452 -10.26886
H -0.41134 0.15885 -11.62738
H -1.79315 2.08754 -10.93640
H -0.08564 2.44276 -10.66666
C -7.57144 10.07428 0.18629
C -6.32306 9.24938 0.47659
C -6.44552 7.77997 0.05827
C -7.55804 7.14782 0.77965
N -8.43472 6.66046 1.35125
H -8.43365 9.70328 0.74198
H -7.41750 11.11286 0.47997
H -7.81534 10.05626 -0.87795
H -6.11098 9.30153 1.54718
H -5.47082 9.69139 -0.04460
H -5.51649 7.25367 0.28141
H -6.62774 7.70539 -1.01462
C 5.56987 -10.66094 4.36869
C 4.49713 -10.08871 3.44644
C 4.26634 -8.59326 3.68538
C 3.82192 -8.34928 5.06271
N 3.48167 -8.16020 6.15005
H 5.28337 -10.58652 5.41677
H 5.73265 -11.71751 4.15004
H 6.50394 -10.14084 4.23271
H 3.56292 -10.63621 3.59152
H 4.79531 -10.23834 2.40652
H 3.50744 -8.20925 3.00233
H 5.18965 -8.03554 3.51303
C 9.12140 -6.69146 4.89371
C 10.29166 -7.62136 5.19900
C 10.07204 -9.04625 4.67745
C 8.88340 -9.64105 5.30136
N 7.94505 -10.09167 5.80192
H 8.20494 -7.02757 5.38231
H 9.32963 -5.68445 5.25407
H 8.93599 -6.63320 3.81892
H 10.45575 -7.64741 6.27797
H 11.19900 -7.21694 4.74655
H 10.93548 -9.67189 4.90472
H 9.93567 -9.03977 3.59457
C 3.88111 -1.52758 0.12902
C 2.70062 -1.02433 -0.69509
C 2.43574 0.47367 -0.50744
C 2.10707 0.74985 0.88577
N 1.76222 0.98778 1.96277
H 3.70257 -1.41089 1.19925
H 4.05035 -2.58815 -0.05776
H 4.79603 -0.98931 -0.12589
H 1.80724 -1.59157 -0.42347
H 2.89388 -1.21728 -1.75207
H 1.59362 0.79192 -1.12532
H 3.30988 1.05633 -0.80219
C 3.81848 6.21996 -10.39214
C 2.29968 6.11492 -10.47129
C 1.82105 4.72569 -10.90691
C 2.33564 4.39878 -12.24384
N 2.74045 4.14183 -13.29393
H 4.28197 6.05956 -11.36652
H 4.11319 7.21234 -10.05120
H 4.22682 5.48714 -9.69325
H 1.92492 6.86666 -11.16849
H 1.87313 6.34367 -9.49289
H 0.73098 4.69616 -10.93506
H 2.16274 3.96526 -10.20194
*
```


# 5
ORCA calculation (ωB97M-V with the def2-TZVPD basis set) on a structure of composition C34H34IN7OSr at a distorted geometry.

The lowest unoccupied orbital energy is -0.0059 Ha. Its frontier orbital gap is 4.6 eV. The energy above the lowest of the compared OMol25 structures with the same formula, charge and spin is 338.81 kJ/mol.

Structure (ORCA input):
```
! RIJCOSX wB97M-V def2-TZVPD def2/J DEFGRID3
* xyz 0 1
Sr -0.41302 -0.24105 -0.94812
C -1.61258 -0.32352 -3.62455
C -2.67218 -1.14853 -2.84231
C -3.50641 -0.46798 -1.77100
C -4.81687 -0.88681 -1.57196
C -5.55204 -0.34891 -0.53064
C -4.96584 0.60560 0.28719
C -3.66539 0.98330 0.01284
N -2.96043 0.46942 -0.99527
N -0.19659 -0.64141 -3.33382
C 0.77177 0.42716 -3.64329
C 0.36941 1.84237 -3.23528
C 0.34007 2.84516 -4.19507
C -0.08374 4.11840 -3.83581
C -0.47974 4.35720 -2.53222
C -0.39650 3.31285 -1.62226
N 0.03667 2.10515 -1.96747
C 0.26299 -2.00546 -3.59314
C 0.96323 -2.74640 -2.45254
C 1.05252 -4.13013 -2.51533
C 1.64159 -4.80915 -1.46050
C 2.13966 -4.09161 -0.38297
C 2.03085 -2.71367 -0.40366
N 1.46154 -2.06398 -1.42718
H -1.75881 0.72539 -3.36458
H -1.79159 -0.41122 -4.70118
H -2.21495 -2.01594 -2.35270
H -3.37363 -1.55436 -3.57017
H -5.24861 -1.64108 -2.21694
H -6.56867 -0.67646 -0.35753
H -5.49601 1.04240 1.12134
H -3.15670 1.71587 0.62881
H 0.96381 0.46245 -4.72257
H 1.70807 0.15667 -3.14258
H 0.62807 2.63332 -5.21641
H -0.11641 4.90669 -4.57660
H -0.83401 5.32857 -2.21725
H -0.66223 3.44920 -0.57990
H 0.91694 -2.00605 -4.47510
H -0.61598 -2.59494 -3.85857
H 0.63610 -4.67089 -3.35666
H 1.69298 -5.89009 -1.47196
H 2.58266 -4.58571 0.46993
H 2.40216 -2.10639 0.41400
C 0.27611 -0.19860 3.99595
C 0.49118 0.20492 2.55737
N 0.11084 -0.58243 1.56118
N -0.22886 -1.88766 1.91662
C -0.91418 -2.56453 1.05192
O -1.41445 -2.16358 -0.08171
C -1.13836 -4.00857 1.39223
C -1.79534 -4.83318 0.48125
C -1.97836 -6.18458 0.74396
C -1.50649 -6.73529 1.92698
C -0.85218 -5.92056 2.84388
C -0.66871 -4.57250 2.57941
C 1.05978 1.46380 2.28022
C 1.15160 2.49261 3.24257
C 1.50584 3.77426 2.94936
C 1.77942 4.08883 1.57888
C 1.79164 3.12948 0.64271
N 1.56826 1.76174 0.94430
H 0.13276 -1.27248 4.04542
H -0.61962 0.28325 4.39768
H 1.12463 0.08292 4.61642
H -2.15764 -4.39194 -0.43799
H -2.49275 -6.80955 0.02314
H -1.64926 -7.78824 2.13650
H -0.48133 -6.34169 3.77074
H -0.15154 -3.93327 3.28239
H 0.86869 2.24546 4.25578
H 1.54593 4.53848 3.71208
H 1.97625 5.10735 1.26799
H 2.04176 3.32746 -0.39242
I 4.50057 0.65147 1.42890
C 2.42324 0.87932 0.33364
H 2.12215 -0.15310 0.41298
H 2.75225 1.20599 -0.64616
*
```


# 6
ORCA calculation (ωB97M-V with the def2-TZVPD basis set) on a cluster of 3 separate species, C32H56NO19S2 in total at a distorted geometry.

The lowest unoccupied orbital energy is -0.1016 Ha. Its frontier orbital gap is 6.5 eV.

Structure (ORCA input):
```
! RIJCOSX wB97M-V def2-TZVPD def2/J DEFGRID3
* xyz 1 1
C 4.30158 3.99211 0.30572
C 3.17689 2.97477 0.32390
C 2.62504 2.19514 -1.02785
O 3.04913 0.90767 -1.16248
O 1.68653 2.81554 -2.02003
C 0.52203 1.88560 -2.18171
C -0.58562 2.46058 -3.29081
C -2.12227 2.29079 -2.66580
C -2.82517 0.84925 -3.06839
C -3.82364 0.39083 -1.84992
C -3.75334 -1.18728 -1.43698
C -2.53380 -1.58614 -0.39264
C -1.07361 -1.56272 -1.20866
C -1.07479 -2.44496 -2.58653
N -2.89204 -2.97018 0.13313
C -2.04290 -3.47808 1.26420
C -3.05469 -4.42937 2.20038
C -3.19718 -5.96743 1.67768
O -4.24060 -5.98110 0.59969
C -4.83378 -7.35179 0.73174
O -4.41098 -8.41597 0.02349
C -0.65393 -4.22608 0.86247
C -0.63176 -5.09227 -0.51198
O 0.58083 -5.20906 -1.12531
O -1.72754 -5.82249 -1.15932
C -1.60091 -2.26716 2.33510
O -0.43062 -2.67929 3.18052
C -0.80735 -2.50556 4.59254
C 0.48243 -2.69004 5.62182
C 1.64004 -1.62736 5.04952
O 0.98997 -4.07161 5.69321
O -1.25541 -1.00212 1.68004
C -2.33353 -0.48070 0.83214
C -3.70967 -0.06041 1.60082
C -3.91568 1.59163 1.76492
C -2.55631 2.37483 2.23856
O -1.73030 1.65832 3.22245
C -0.57463 2.53642 3.57398
C 0.52062 2.15872 4.77946
O -0.34105 3.73301 2.96993
H 5.43882 3.68410 0.47812
H 4.10086 5.15531 0.17185
H 2.74634 2.74490 1.41333
H 0.83992 0.82040 -2.55170
H 0.06263 1.77167 -1.09948
H -0.39771 3.63706 -3.31409
H -0.46240 1.98698 -4.35368
H -2.83002 3.17519 -3.00184
H -1.98347 2.43066 -1.49099
H -1.96699 0.09646 -3.32132
H -3.46398 0.98392 -4.04790
H -3.67386 1.15475 -0.97703
H -4.93238 0.57945 -2.25224
H -3.78390 -1.83229 -2.41248
H -4.76996 -1.43166 -0.86044
H -0.90778 -0.41330 -1.48557
H -0.16648 -1.85833 -0.53121
H -0.09846 -3.13088 -2.54639
H -1.99541 -3.18259 -2.61372
H -0.98800 -1.83168 -3.57923
H -3.88138 -2.87313 0.51511
H -2.97357 -3.59043 -0.70003
H -4.08684 -3.90536 2.42161
H -2.50033 -4.48160 3.25672
H -2.20293 -6.49266 1.35464
H -3.68302 -6.59558 2.56743
H -5.69139 -7.57027 1.53258
H -0.40431 -4.98287 1.75176
H 0.29534 -3.50246 0.82132
H -1.65000 -6.82405 -1.02922
H -2.49373 -2.16254 3.12104
H -1.20811 -1.40206 4.75721
H -1.62604 -3.28370 4.90217
H 0.19577 -2.31718 6.70857
H 2.02466 -1.95270 3.99328
H 2.47171 -1.51130 5.86566
H 1.07039 -0.58202 4.96631
H 1.41849 -4.35608 4.83252
H -1.89349 0.48989 0.29390
H -3.79630 -0.46863 2.71931
H -4.70804 -0.42921 1.07202
H -4.45931 2.07295 0.83636
H -4.68903 1.69857 2.66837
H -2.90946 3.45282 2.61063
H -1.92588 2.58025 1.24598
H -0.01722 1.72182 5.72329
H 1.37792 1.48745 4.34514
H 1.04690 3.17782 5.11068
C 2.80208 0.34181 -6.89136
C 3.22721 1.79207 -7.10523
O 2.14261 2.39985 -7.80311
S 0.74869 1.69561 -7.33254
O 0.14611 2.52483 -6.31253
O 0.03824 1.25616 -8.51090
O 1.40524 0.39220 -6.60592
H 2.94243 -0.24852 -7.80260
H 3.34305 -0.12960 -6.06649
H 4.15145 1.87444 -7.68208
H 3.34759 2.31252 -6.14921
C 8.50208 5.60848 0.84198
C 8.92721 7.05874 0.62810
O 7.84261 7.66652 -0.06978
S 6.44869 6.96227 0.40080
O 5.84611 7.79150 1.42081
O 5.73824 6.52282 -0.77757
O 7.10524 5.65887 1.12742
H 8.64243 5.01815 -0.06926
H 9.04306 5.13707 1.66684
H 9.85145 7.14111 0.05125
H 9.04759 7.57918 1.58412
*
```


We obtain E values of -19777.065; -125372.547; -13362.158; -196433.256; -57225.122; -96124.912 eV for the records listed above, in that order.